Entry 1:
{
  "formula": "C5H10O2",
  "method": "ωB97M-V/def2-TZVPD",
  "homo_lumo_gap_ev": 10.737,
  "lumo_ev": 1.01,
  "energy_ha": -346.91618,
  "smiles": "CO[C@H]1C[C@H]1CO",
  "de_lowest_ev": 2.973,
  "elements": ["C", "O", "C", "C", "C", "C", "O", "H", "H", "H", "H", "H", "H", "H", "H", "H", "H"],
  "positions_angstrom": [[2.278, 0.676, 0.527], [1.085, 0.747, -0.265], [0.495, -0.488, -0.019], [-0.221, -0.623, 1.284], [-0.994, -0.662, -0.004], [-1.800, 0.489, -0.559], [-2.537, 0.086, -1.700], [2.671, -0.355, 0.622], [2.079, 1.030, 1.547], [3.018, 1.281, 0.017], [1.078, -1.296, -0.454], [-0.074, -1.530, 1.857], [-0.292, 0.292, 1.870], [-1.341, -1.650, -0.307], [-2.523, 0.903, 0.145], [-1.079, 1.280, -0.806], [-1.895, -0.181, -2.370]]
}



Entry 2:
{
  "formula": "C34H38BrF3FeN2O2Sb",
  "method": "ωB97M-V/def2-TZVPD",
  "homo_lumo_gap_ev": [7.726, 4.996],
  "charge": 2,
  "lumo_ev": [-5.66, -8.42],
  "energy_ha": -5955.43095,
  "de_lowest_ev": 0.968,
  "spin_multiplicity": 6,
  "s2": 8.7784,
  "elements": ["Fe", "C", "C", "C", "C", "C", "C", "C", "Br", "C", "O", "C", "C", "C", "C", "C", "C", "H", "H", "H", "H", "H", "H", "H", "H", "H", "H", "H", "H", "H", "H", "H", "H", "H", "H", "H", "H", "C", "N", "C", "N", "O", "H", "H", "H", "H", "H", "H", "F", "C", "C", "C", "C", "C", "C", "Sb", "C", "C", "C", "C", "F", "C", "C", "C", "C", "C", "C", "F", "C", "C", "H", "H", "H", "H", "H", "H", "H", "H", "H", "H", "H", "H"],
  "positions_angstrom": [[0.051, -0.138, -1.025], [-5.067, 4.990, -0.053], [-3.680, 5.626, 0.181], [-3.332, 6.551, -1.005], [-3.731, 6.466, 1.458], [-2.659, 4.521, 0.247], [-2.564, 3.602, -0.832], [-1.712, 2.559, -0.726], [-1.566, 1.284, -2.170], [-0.874, 2.303, 0.412], [-0.136, 1.268, 0.443], [-0.919, 3.296, 1.480], [-1.799, 4.345, 1.343], [-0.036, 3.165, 2.715], [-0.241, 4.338, 3.675], [1.454, 3.147, 2.308], [-0.396, 1.867, 3.465], [-5.821, 5.774, -0.097], [-5.323, 4.314, 0.765], [-5.114, 4.431, -0.988], [-4.037, 7.380, -1.022], [-3.393, 6.035, -1.965], [-2.326, 6.959, -0.892], [-4.530, 7.199, 1.365], [-2.800, 7.014, 1.615], [-3.942, 5.858, 2.340], [-3.157, 3.722, -1.728], [-1.835, 5.082, 2.130], [-0.028, 5.293, 3.193], [0.448, 4.233, 4.512], [-1.254, 4.353, 4.082], [1.742, 4.104, 1.870], [1.668, 2.359, 1.595], [2.067, 2.984, 3.194], [-1.457, 1.846, 3.722], [0.176, 1.818, 4.392], [-0.164, 0.995, 2.861], [-3.233, -3.348, 2.125], [-2.554, -2.821, 0.953], [-1.443, -2.091, 0.967], [-0.872, -1.806, 2.146], [-0.932, -1.706, -0.128], [-4.109, -3.897, 1.796], [-3.567, -2.548, 2.788], [-2.589, -4.032, 2.682], [-2.929, -3.019, 0.041], [-1.224, -2.187, 3.008], [-0.033, -1.258, 2.165], [3.818, -7.042, -6.019], [3.264, -6.110, -5.246], [3.743, -5.943, -3.956], [3.168, -4.974, -3.153], [2.139, -4.186, -3.659], [1.663, -4.371, -4.949], [2.230, -5.345, -5.757], [1.319, -2.701, -2.338], [3.070, -1.562, -1.817], [2.991, -0.630, -0.786], [4.072, 0.175, -0.464], [5.231, 0.041, -1.209], [6.271, 0.819, -0.912], [5.338, -0.867, -2.249], [4.246, -1.668, -2.552], [1.121, -3.944, -0.603], [1.909, -3.802, 0.532], [1.713, -4.638, 1.624], [0.712, -5.589, 1.563], [0.497, -6.374, 2.627], [-0.088, -5.749, 0.444], [0.130, -4.920, -0.645], [4.550, -6.569, -3.602], [3.522, -4.837, -2.138], [0.853, -3.767, -5.338], [1.887, -5.522, -6.767], [2.077, -0.550, -0.176], [4.042, 0.893, 0.345], [6.262, -0.932, -2.807], [4.317, -2.377, -3.367], [2.694, -3.055, 0.570], [2.336, -4.574, 2.507], [-0.848, -6.519, 0.427], [-0.478, -5.041, -1.536]]
}



Entry 3:
{
  "formula": "C6H11N2",
  "method": "ωB97M-V/def2-TZVPD",
  "homo_lumo_gap_ev": [7.322, 8.758],
  "charge": 1,
  "lumo_ev": [-3.24, -5.52],
  "energy_ha": -344.18942,
  "de_lowest_ev": 4.287,
  "spin_multiplicity": 3,
  "s2": 2.0082,
  "elements": ["C", "C", "C", "C", "C", "C", "N", "N", "H", "H", "H", "H", "H", "H", "H", "H", "H", "H", "H"],
  "positions_angstrom": [[1.479, 0.638, 1.357], [0.417, -0.383, 1.768], [-1.558, -0.678, -1.385], [1.157, 0.301, -0.126], [-0.959, 0.356, -0.500], [0.018, -0.452, 0.413], [-0.743, -1.814, -0.945], [0.237, 1.087, -0.954], [1.079, 1.564, 1.584], [2.579, 0.453, 1.634], [0.710, -1.309, 2.257], [-0.325, -0.123, 2.575], [-2.734, -0.738, -1.360], [-1.303, -0.379, -2.471], [2.028, -0.097, -0.706], [-1.699, 1.200, -0.068], [-1.255, -2.611, -0.425], [0.395, 2.113, -0.706], [0.476, 0.874, -1.943]]
}



Entry 4:
{
  "formula": "C7H14O2",
  "method": "ωB97M-V/def2-TZVPD",
  "homo_lumo_gap_ev": 9.191,
  "lumo_ev": 0.92,
  "energy_ha": -425.42604,
  "de_lowest_ev": 4.876,
  "elements": ["C", "C", "C", "C", "C", "C", "C", "O", "O", "H", "H", "H", "H", "H", "H", "H", "H", "H", "H", "H", "H", "H", "H"],
  "positions_angstrom": [[0.264, -0.635, -0.315], [-1.542, -0.944, 0.277], [2.706, 0.816, 1.279], [0.286, -0.652, -1.821], [-2.706, -0.232, -0.366], [0.191, 0.600, 0.350], [-0.342, 1.747, 0.691], [1.987, 0.867, 0.082], [0.984, -1.627, 0.309], [1.759, -1.827, -0.236], [-1.512, -1.990, -0.034], [-1.578, -0.940, 1.367], [3.767, 1.055, 1.103], [2.346, 1.545, 2.027], [2.670, -0.177, 1.761], [1.323, -0.553, -2.149], [-0.272, 0.185, -2.238], [-0.136, -1.589, -2.198], [0.300, 2.605, 0.852], [-1.401, 1.920, 0.838], [-3.624, -0.823, -0.259], [-2.557, -0.075, -1.437], [-2.915, 0.725, 0.117]]
}



Entry 5:
{
  "formula": "C3H3Cl2NO",
  "method": "ωB97M-V/def2-TZVPD",
  "homo_lumo_gap_ev": 10.426,
  "lumo_ev": 0.53,
  "energy_ha": -1166.45582,
  "smiles": "C=C(Cl)Cl.N=C=O",
  "de_lowest_ev": 0.821,
  "elements": ["C", "C", "Cl", "Cl", "H", "H", "N", "C", "O", "H"],
  "positions_angstrom": [[-0.473, 1.076, 0.708], [-1.358, 0.119, 0.384], [-1.192, -1.483, 0.848], [-2.736, 0.547, -0.621], [-0.629, 2.156, 0.386], [0.595, 0.781, 0.974], [1.244, -0.894, -1.395], [1.871, -0.708, -0.372], [2.408, -0.727, 0.644], [0.271, -0.867, -1.556]]
}



Entry 6:
{
  "formula": "C7H10",
  "method": "ωB97M-V/def2-TZVPD",
  "homo_lumo_gap_ev": [7.325, 7.497],
  "lumo_ev": [0.29, 0.38],
  "energy_ha": -272.51672,
  "de_lowest_ev": 5.477,
  "elements": ["C", "C", "C", "C", "C", "C", "C", "H", "H", "H", "H", "H", "H", "H", "H", "H", "H"],
  "positions_angstrom": [[1.095, 0.879, 1.786], [-0.103, 1.087, 1.150], [-0.077, 1.317, -0.361], [-0.933, 0.311, -1.057], [-0.108, -0.852, -1.663], [0.148, -1.391, -0.231], [-0.760, -0.297, 0.298], [1.293, 1.315, 2.756], [1.930, 0.414, 1.266], [-0.922, 1.515, 1.726], [0.945, 1.461, -0.737], [-1.877, 0.627, -1.496], [0.776, -0.562, -2.238], [-0.722, -1.532, -2.257], [-0.261, -2.392, -0.059], [1.170, -1.366, 0.156], [-1.593, -0.534, 0.963]]
}



Entry 7:
{
  "formula": "C2H4NO2S",
  "method": "ωB97M-V/def2-TZVPD",
  "homo_lumo_gap_ev": 9.739,
  "charge": 1,
  "lumo_ev": -6.90,
  "energy_ha": -681.66434,
  "de_lowest_ev": 0.000,
  "elements": ["C", "C", "N", "O", "O", "S", "H", "H", "H", "H"],
  "positions_angstrom": [[-2.042, -0.143, -0.350], [1.602, -0.340, 0.125], [1.090, 0.886, 0.314], [-1.558, 1.169, 0.069], [-1.419, -1.079, -0.057], [-0.111, 1.755, 0.354], [-2.879, -0.037, -0.948], [1.402, -0.938, 1.105], [1.174, -1.057, -0.576], [2.741, -0.216, -0.036]]
}